Entry 1:
DFT (wB97M-V/def2-TZVPD) results for a cluster of 7 separate species, C40H30BrINO12 in total in a non-equilibrium geometry.

The total charge is +1. The HOMO-LUMO gap is 6.523 eV.

Each line ends with the Löwdin charge.
Geometry (Å):
Br1 -0.22 4.82 3.16  0.754
C1 -0.90 4.33 1.36  -0.565
C2 -1.41 2.90 1.37  -0.178
C3 -2.74 3.04 2.16  -0.171
C4 -3.15 4.42 1.73  -0.747
I1 -5.03 5.25 1.83  1.112
N1 -2.16 5.08 1.21  0.016
H1 -0.07 4.61 0.72  0.111
H2 -0.70 2.15 1.71  0.133
H3 -1.72 2.65 0.35  0.129
H4 -2.72 2.87 3.23  0.134
H5 -3.50 2.37 1.73  0.125
H6 -2.20 6.00 0.80  0.168
C5 -1.93 0.05 -2.12  0.011
C6 -3.05 -0.64 -1.93  0.015
C7 -3.17 -1.63 -0.82  -0.379
O1 -4.20 -2.25 -0.65  0.110
C8 -1.99 -1.82 0.06  0.003
C9 -0.88 -1.13 -0.13  0.008
C10 -0.76 -0.15 -1.22  -0.384
O2 0.26 0.51 -1.38  0.079
H7 -1.82 0.77 -2.91  0.104
H8 -3.92 -0.51 -2.56  0.116
H9 -2.10 -2.55 0.85  0.114
H10 -0.01 -1.26 0.51  0.122
C11 -3.94 -1.54 5.92  0.030
C12 -2.85 -1.66 5.17  0.025
C13 -2.86 -1.30 3.73  -0.378
O3 -1.87 -1.40 3.04  0.089
C14 -4.14 -0.82 3.15  0.013
C15 -5.23 -0.70 3.90  0.028
C16 -5.22 -1.05 5.35  -0.383
O4 -6.21 -0.93 6.03  0.124
H11 -3.95 -1.79 6.97  0.127
H12 -1.90 -2.01 5.56  0.125
H13 -4.13 -0.58 2.09  0.110
H14 -6.18 -0.36 3.50  0.124
C17 -3.43 0.78 -7.12  0.020
C18 -3.30 0.04 -8.22  0.030
C19 -2.92 -1.39 -8.14  -0.380
O5 -2.80 -2.07 -9.13  0.126
C20 -2.68 -1.97 -6.79  0.033
C21 -2.81 -1.23 -5.69  0.022
C22 -3.20 0.20 -5.77  -0.370
O6 -3.32 0.89 -4.77  0.073
H15 -3.71 1.82 -7.15  0.122
H16 -3.47 0.44 -9.21  0.126
H17 -2.41 -3.01 -6.75  0.127
H18 -2.64 -1.63 -4.70  0.110
C23 6.05 0.80 -1.46  0.028
C24 5.72 -0.48 -1.60  0.030
C25 4.40 -0.99 -1.16  -0.359
O7 4.10 -2.16 -1.30  0.095
C26 3.45 -0.02 -0.56  0.029
C27 3.78 1.26 -0.42  0.020
C28 5.10 1.77 -0.85  -0.387
O8 5.39 2.94 -0.72  0.096
H19 7.00 1.20 -1.77  0.125
H20 6.40 -1.20 -2.04  0.125
H21 2.49 -0.42 -0.26  0.104
H22 3.10 1.98 0.02  0.117
C29 5.79 4.57 2.96  0.032
C30 5.43 3.29 2.85  0.019
C31 4.19 2.79 3.47  -0.389
O9 3.85 1.63 3.36  0.096
C32 3.36 3.75 4.23  -0.007
C33 3.72 5.03 4.34  0.013
C34 4.96 5.54 3.71  -0.383
O10 5.28 6.71 3.81  0.118
H23 6.69 4.96 2.50  0.128
H24 6.02 2.57 2.30  0.121
H25 2.46 3.36 4.69  0.105
H26 3.13 5.76 4.89  0.120
C35 3.30 -5.70 -1.16  0.032
C36 2.40 -4.75 -0.92  0.022
C37 0.98 -5.08 -0.66  -0.373
O11 0.16 -4.21 -0.44  0.086
C38 0.59 -6.52 -0.67  0.017
C39 1.50 -7.47 -0.91  0.025
C40 2.92 -7.13 -1.17  -0.383
O12 3.74 -8.00 -1.38  0.114
H27 4.34 -5.47 -1.35  0.125
H28 2.66 -3.69 -0.91  0.084
H29 -0.45 -6.74 -0.48  0.120
H30 1.24 -8.52 -0.93  0.123

=====

Entry 2:
DFT (wB97M-V/def2-TZVPD) results for a structure of composition C40H30Cl4N8O3PRh in a non-equilibrium geometry.

The total charge is +2. The HOMO-LUMO gap (spin up / spin down) is 5.774 / 5.772 eV. The calculation puts the energy above the lowest of the compared OMol25 structures with the same formula, charge and spin at 84.5 kJ/mol.

Each line ends with the Löwdin charge.
Geometry (Å):
Rh1 0.42 -0.03 0.00  0.897
Cl1 0.16 0.36 2.50  0.871
C1 1.71 0.86 3.12  -0.585
C2 1.79 1.37 4.39  -0.059
C3 3.02 1.81 4.86  -0.018
C4 4.15 1.74 4.05  -0.025
C5 4.06 1.20 2.77  -0.036
C6 2.83 0.74 2.31  -0.370
P1 2.66 -0.05 0.71  1.046
C7 2.74 -1.83 1.05  -0.365
C8 2.78 -2.33 2.35  -0.071
C9 2.72 -3.70 2.56  -0.047
C10 2.59 -4.57 1.49  -0.034
C11 2.56 -4.08 0.19  -0.043
C12 2.63 -2.71 -0.03  -0.121
C13 4.05 0.39 -0.32  -0.383
C14 4.15 1.74 -0.68  -0.099
C15 5.18 2.15 -1.51  -0.042
C16 6.09 1.22 -1.99  -0.038
C17 5.99 -0.12 -1.63  -0.046
C18 4.97 -0.55 -0.79  -0.052
H1 0.91 1.43 5.02  0.126
H2 3.09 2.22 5.85  0.129
H3 5.10 2.10 4.41  0.126
H4 4.93 1.14 2.14  0.122
H5 2.86 -1.66 3.19  0.109
H6 2.77 -4.09 3.57  0.121
H7 2.53 -5.64 1.67  0.122
H8 2.48 -4.76 -0.64  0.091
H9 2.60 -2.33 -1.05  0.102
H10 3.41 2.45 -0.32  0.117
H11 5.27 3.19 -1.79  0.122
H12 6.88 1.53 -2.65  0.123
H13 6.71 -0.84 -2.00  0.117
H14 4.90 -1.58 -0.50  0.109
C19 2.55 0.13 -5.13  -0.038
N1 1.55 0.08 -4.05  -0.085
C20 1.75 0.23 -2.75  -0.082
N2 0.61 -0.02 -2.12  -0.008
C21 -0.27 -0.33 -3.11  -0.165
N3 0.28 -0.29 -4.29  0.162
C22 3.63 -0.91 -4.92  -0.204
C23 4.97 -0.59 -5.05  -0.031
C24 5.94 -1.56 -4.86  -0.055
C25 5.59 -2.86 -4.53  0.004
C26 4.24 -3.18 -4.38  -0.127
C27 3.27 -2.21 -4.59  0.027
C28 3.84 -4.50 -3.93  -0.288
N4 4.53 -5.59 -3.84  0.140
N5 3.72 -6.53 -3.26  0.141
C29 2.58 -5.97 -3.03  -0.300
O1 2.58 -4.68 -3.44  0.104
C30 1.44 -6.47 -2.28  -0.152
C31 1.49 -7.72 -1.67  0.009
C32 0.46 -8.10 -0.82  -0.033
C33 -0.61 -7.25 -0.59  -0.010
C34 -0.68 -6.02 -1.23  -0.199
C35 -1.81 -5.07 -0.95  -0.041
N6 -1.31 -3.87 -0.25  -0.080
C36 -0.92 -2.72 -0.77  -0.100
N7 -0.48 -1.93 0.21  -0.033
C37 -0.62 -2.70 1.34  -0.184
N8 -1.12 -3.87 1.08  0.172
C38 0.35 -5.64 -2.08  0.006
H15 2.98 1.12 -5.17  0.137
H16 2.00 -0.06 -6.05  0.145
H17 2.68 0.54 -2.30  0.123
H18 -1.32 -0.55 -2.95  0.132
H19 5.26 0.42 -5.31  0.122
H20 6.99 -1.30 -4.98  0.120
H21 6.34 -3.62 -4.37  0.128
H22 2.22 -2.49 -4.52  0.126
H23 2.34 -8.37 -1.85  0.128
H24 0.51 -9.06 -0.32  0.120
H25 -1.39 -7.54 0.11  0.124
H26 -2.54 -5.53 -0.29  0.136
H27 -2.30 -4.74 -1.86  0.141
H28 -0.97 -2.46 -1.81  0.122
H29 -0.38 -2.37 2.33  0.099
H30 0.32 -4.67 -2.56  0.120
Cl2 -2.90 3.76 0.09  0.683
C39 -1.29 3.67 -0.58  -1.535
Cl3 -1.33 3.76 -2.36  0.644
Cl4 -0.27 4.95 0.07  0.659
C40 -0.65 2.29 -0.30  -0.829
O2 0.62 2.21 -0.31  -0.115
O3 -1.39 1.31 -0.12  -0.095

=====

Entry 3:
DFT (wB97M-V/def2-TZVPD) results for a structure of composition C40H30F12N6O2ReS2 in a non-equilibrium geometry.

The total charge is +3. The HOMO-LUMO gap is 4.753 eV.

Each line ends with the Löwdin charge.
Geometry (Å):
Re1 -1.80 -1.58 -1.01  1.711
C1 -2.89 -0.80 -7.95  -0.010
C2 -2.60 -0.62 -6.50  -0.198
C3 -3.13 0.45 -5.78  0.023
C4 -2.85 0.61 -4.44  0.023
C5 -2.06 -0.33 -3.74  -0.203
N1 -1.84 -0.12 -2.38  -0.040
C6 -1.71 1.26 -2.03  -0.215
C7 -0.94 2.06 -2.88  0.008
C8 -0.78 3.41 -2.63  0.012
C9 -1.41 4.02 -1.55  -0.220
C10 -1.31 5.49 -1.30  -0.017
C11 -2.15 3.21 -0.69  0.049
C12 -2.29 1.85 -0.89  -0.075
C13 -3.06 0.99 0.08  -0.235
O1 -2.53 -0.31 0.05  -0.283
C14 -4.56 0.89 -0.33  -0.565
F1 -5.09 2.10 -0.39  0.213
F2 -4.64 0.32 -1.54  0.174
F3 -5.25 0.14 0.53  0.213
C15 -2.91 1.42 1.57  -0.563
F4 -3.61 2.51 1.85  0.207
F5 -1.61 1.67 1.82  0.125
F6 -3.28 0.44 2.38  0.197
C16 -1.58 -1.46 -4.45  -0.062
C17 -1.83 -1.56 -5.80  0.060
C18 -0.77 -2.51 -3.74  -0.230
O2 -1.11 -2.51 -2.38  -0.264
C19 -1.08 -3.97 -4.21  -0.569
F7 -0.54 -4.22 -5.40  0.201
F8 -0.59 -4.84 -3.33  0.194
F9 -2.40 -4.13 -4.28  0.203
C20 0.75 -2.19 -3.80  -0.559
F10 1.17 -2.14 -5.06  0.216
F11 1.47 -3.07 -3.12  0.198
F12 0.95 -0.98 -3.24  0.149
H1 -3.03 0.16 -8.45  0.096
H2 -3.82 -1.37 -8.07  0.111
H3 -2.10 -1.36 -8.45  0.095
H4 -3.77 1.17 -6.27  0.138
H5 -3.28 1.44 -3.90  0.134
H6 -0.46 1.62 -3.74  0.134
H7 -0.18 4.01 -3.31  0.132
H8 -0.67 5.98 -2.03  0.089
H9 -0.91 5.70 -0.31  0.093
H10 -2.30 5.96 -1.35  0.103
H11 -2.65 3.67 0.15  0.137
H12 -1.41 -2.39 -6.36  0.137
S1 0.95 -1.84 2.32  0.918
C21 2.38 -1.04 2.84  -0.519
N2 3.19 -1.19 3.82  0.001
C22 4.19 -0.11 4.06  -0.029
C23 4.61 0.59 2.78  -0.028
N3 3.46 0.90 1.89  -0.015
C24 3.55 2.10 1.02  -0.045
C25 3.43 3.34 1.86  -0.239
C26 4.51 4.21 1.96  -0.030
C27 4.41 5.34 2.75  -0.037
C28 3.23 5.61 3.44  -0.038
C29 2.15 4.74 3.34  -0.050
C30 2.25 3.61 2.55  -0.042
C31 2.46 0.10 1.91  -0.571
S2 1.00 -0.07 1.02  0.822
C32 3.12 -2.34 4.78  -0.030
C33 1.81 -3.06 4.68  -0.308
C34 0.70 -2.60 5.39  -0.048
C35 -0.50 -3.29 5.31  -0.039
C36 -0.60 -4.45 4.55  -0.042
C37 0.51 -4.93 3.86  -0.062
C38 1.72 -4.24 3.93  -0.068
H13 5.06 -0.56 4.52  0.157
H14 3.73 0.57 4.78  0.162
H15 5.30 -0.02 2.19  0.161
H16 5.08 1.54 3.02  0.151
H17 2.76 2.00 0.26  0.128
H18 4.51 2.04 0.51  0.150
H19 5.43 4.01 1.42  0.124
H20 5.24 6.03 2.82  0.124
H21 3.16 6.49 4.05  0.123
H22 1.24 4.95 3.87  0.117
H23 1.39 2.95 2.45  0.104
H24 3.31 -1.92 5.77  0.154
H25 3.96 -2.99 4.52  0.156
H26 0.77 -1.72 6.02  0.131
H27 -1.36 -2.94 5.87  0.126
H28 -1.53 -4.99 4.51  0.122
H29 0.45 -5.85 3.30  0.115
H30 2.59 -4.63 3.42  0.131
N4 -1.84 -3.02 0.26  -0.098
C39 -1.87 -4.14 0.72  -0.233
N5 -1.86 -5.17 1.32  0.190
C40 -1.83 -6.48 1.41  -0.277
N6 -1.76 -7.62 1.54  0.212

=====

Entry 4:
DFT (wB97M-V/def2-TZVPD) results for a structure of composition C40H31F6N6O5S3TaTe in a non-equilibrium geometry.

The total charge is +2. The HOMO-LUMO gap is 6.315 eV. The calculation puts the energy above the lowest of the compared OMol25 structures with the same formula, charge and spin at 40.8 kJ/mol.

Each line ends with the Löwdin charge.
Geometry (Å):
Ta1 0.39 1.00 -0.46  1.728
C1 2.43 -0.65 3.05  -0.041
C2 1.45 -1.27 3.82  -0.009
C3 0.13 -1.12 3.46  0.029
C4 -0.22 -0.39 2.32  -0.288
N1 0.74 0.13 1.52  -0.043
C5 2.04 0.03 1.93  -0.140
N2 -1.56 -0.18 2.15  0.203
C6 -2.14 0.27 1.10  -0.284
N3 -1.63 0.49 -0.18  -0.019
C7 -2.66 1.06 -0.95  -0.272
N4 -2.63 1.38 -2.18  0.192
C8 -1.60 1.02 -3.02  -0.303
C9 -1.91 1.10 -4.39  0.029
C10 -1.04 0.62 -5.33  -0.004
C11 0.14 0.02 -4.89  -0.022
C12 0.41 0.02 -3.55  -0.243
N5 -0.40 0.56 -2.60  -0.052
C13 -3.85 1.21 -0.11  -0.105
C14 -5.10 1.72 -0.41  0.021
C15 -6.04 1.70 0.61  -0.033
C16 -5.73 1.18 1.87  -0.034
C17 -4.48 0.67 2.16  0.010
C18 -3.55 0.70 1.13  -0.114
H1 3.48 -0.69 3.31  0.124
H2 1.71 -1.83 4.71  0.130
H3 -0.68 -1.52 4.06  0.128
H4 2.78 0.53 1.32  0.048
H5 -2.87 1.54 -4.64  0.131
H6 -1.28 0.68 -6.38  0.129
H7 0.84 -0.43 -5.57  0.126
H8 1.31 -0.46 -3.22  -0.025
H9 -5.33 2.12 -1.39  0.127
H10 -7.03 2.09 0.43  0.118
H11 -6.50 1.19 2.64  0.118
H12 -4.23 0.27 3.13  0.126
F1 1.09 6.26 -2.19  0.207
C19 0.92 4.98 -2.41  -0.686
F2 2.06 4.32 -2.25  0.150
F3 0.44 4.75 -3.61  0.193
S1 -0.31 4.32 -1.19  0.726
O1 -0.24 2.84 -1.39  -0.458
O2 -1.56 4.92 -1.44  -0.163
N6 0.34 4.69 0.22  -0.237
S2 0.58 3.45 1.11  0.706
O3 -0.58 2.61 1.36  -0.279
O4 1.61 2.53 0.53  -0.483
C20 1.30 4.17 2.67  -0.688
F4 1.52 3.15 3.47  0.192
F5 2.42 4.78 2.36  0.205
F6 0.43 5.00 3.18  0.217
Te1 2.88 0.58 -1.57  1.213
C21 4.31 1.48 -0.31  -0.610
C22 5.09 0.58 0.43  -0.179
C23 6.09 1.07 1.26  -0.062
C24 6.31 2.43 1.35  -0.054
C25 5.55 3.32 0.60  -0.057
C26 4.54 2.84 -0.23  -0.136
H13 4.93 -0.49 0.35  0.090
H14 6.70 0.37 1.82  0.115
H15 7.10 2.81 1.99  0.116
H16 5.73 4.38 0.66  0.117
H17 3.96 3.54 -0.82  0.089
O5 0.43 -1.16 -0.59  -0.718
S3 -0.15 -2.26 -1.51  1.064
C27 -1.20 -3.28 -0.47  -0.252
C28 -2.62 -2.77 -0.38  -0.283
C29 -3.28 -2.85 0.84  -0.042
C30 -4.62 -2.53 0.93  -0.062
C31 -5.31 -2.10 -0.19  -0.063
C32 -4.65 -2.00 -1.41  -0.058
C33 -3.31 -2.34 -1.50  -0.060
C34 1.29 -3.36 -1.69  -0.247
C35 1.81 -3.92 -0.41  -0.285
C36 1.50 -5.23 -0.04  -0.042
C37 1.96 -5.74 1.17  -0.050
C38 2.74 -4.95 2.01  -0.055
C39 3.05 -3.65 1.64  -0.068
C40 2.59 -3.13 0.44  -0.044
H18 -0.70 -3.37 0.49  0.111
H19 -1.17 -4.25 -0.96  0.121
H20 -2.74 -3.19 1.73  0.120
H21 -5.13 -2.61 1.88  0.117
H22 -6.36 -1.85 -0.12  0.117
H23 -5.19 -1.67 -2.29  0.116
H24 -2.82 -2.30 -2.47  0.106
H25 2.02 -2.72 -2.19  0.089
H26 0.97 -4.13 -2.40  0.115
H27 0.92 -5.85 -0.70  0.122
H28 1.73 -6.76 1.44  0.117
H29 3.11 -5.35 2.94  0.115
H30 3.68 -3.04 2.28  0.100
H31 2.85 -2.12 0.14  0.068

=====

Entry 5:
DFT (wB97M-V/def2-TZVPD) results for a structure of composition C40H31N4O7SZr in a non-equilibrium geometry.

The total charge is +1. The HOMO-LUMO gap is 7.156 eV. The calculation puts the energy above the lowest of the compared OMol25 structures with the same formula, charge and spin at 59.5 kJ/mol.

Each line ends with the Löwdin charge.
Geometry (Å):
Zr1 0.60 -1.14 -1.11  1.886
O1 4.10 -1.95 0.90  0.122
C1 3.08 -1.42 0.54  -0.475
N1 1.86 -1.99 0.33  -0.066
C2 1.96 -3.39 0.01  -0.253
C3 2.11 -4.40 0.94  -0.020
C4 2.23 -5.72 0.51  -0.072
C5 2.23 -6.00 -0.85  -0.066
C6 2.09 -5.00 -1.79  0.006
C7 1.95 -3.68 -1.37  -0.202
N2 1.68 -2.56 -2.20  -0.051
C8 1.72 -2.61 -3.54  -0.447
O2 2.22 -3.43 -4.28  0.104
C9 0.95 -1.44 -4.13  -0.145
C10 0.72 -1.38 -5.49  0.035
C11 -0.04 -0.34 -6.00  -0.008
C12 -0.56 0.60 -5.12  -0.021
C13 -0.32 0.45 -3.77  -0.108
N3 0.44 -0.54 -3.28  -0.014
C14 3.09 0.06 0.21  -0.174
C15 3.98 0.92 0.83  0.023
C16 4.01 2.24 0.43  -0.014
C17 3.18 2.64 -0.61  -0.026
C18 2.35 1.71 -1.21  -0.110
N4 2.29 0.43 -0.80  -0.005
H1 2.14 -4.16 2.00  0.119
H2 2.35 -6.51 1.24  0.106
H3 2.33 -7.03 -1.18  0.108
H4 2.08 -5.22 -2.84  0.106
H5 1.14 -2.16 -6.12  0.131
H6 -0.23 -0.26 -7.07  0.123
H7 -1.16 1.42 -5.48  0.117
H8 -0.74 1.13 -3.05  0.078
H9 4.63 0.52 1.59  0.132
H10 4.67 2.95 0.91  0.121
H11 3.18 3.67 -0.95  0.111
H12 1.74 1.97 -2.06  0.101
O3 -1.85 -1.08 -1.35  -0.103
C19 -1.64 -2.00 -0.51  -0.607
O4 -0.61 -2.73 -0.69  -0.116
C20 -2.40 -2.15 0.75  -0.161
C21 -1.75 -2.83 1.79  -0.001
C22 -2.32 -2.90 3.06  0.043
C23 -3.55 -2.32 3.22  -0.194
O5 -4.31 -2.25 4.34  0.063
C24 -5.49 -1.53 4.00  -0.112
O6 -5.40 -1.17 2.63  0.046
C25 -4.21 -1.67 2.17  -0.193
C26 -3.65 -1.55 0.93  0.055
H13 -0.79 -3.29 1.59  0.119
H14 -1.82 -3.40 3.87  0.130
H15 -5.56 -0.63 4.62  0.142
H16 -6.37 -2.16 4.17  0.145
H17 -4.16 -1.05 0.12  0.136
O7 -0.30 0.76 -0.48  -0.623
S1 -1.70 0.94 0.14  1.082
C27 -2.49 2.28 -0.85  -0.226
C28 -1.78 3.60 -0.87  -0.288
C29 -0.64 3.77 -1.64  -0.042
C30 0.03 4.99 -1.66  -0.064
C31 -0.45 6.05 -0.90  -0.065
C32 -1.59 5.89 -0.13  -0.059
C33 -2.25 4.67 -0.11  -0.054
C34 -1.42 1.95 1.67  -0.216
C35 -0.15 1.70 2.43  -0.261
C36 0.33 0.41 2.66  -0.049
C37 1.43 0.22 3.49  -0.068
C38 2.08 1.31 4.05  -0.077
C39 1.64 2.59 3.79  -0.069
C40 0.53 2.78 2.98  -0.033
H18 -3.49 2.37 -0.42  0.110
H19 -2.57 1.84 -1.84  0.098
H20 -0.28 2.96 -2.26  0.078
H21 0.91 5.12 -2.27  0.109
H22 0.06 7.00 -0.91  0.111
H23 -1.98 6.71 0.45  0.113
H24 -3.16 4.56 0.47  0.123
H25 -2.26 1.68 2.31  0.112
H26 -1.49 3.00 1.40  0.066
H27 -0.18 -0.45 2.25  0.094
H28 1.78 -0.78 3.70  0.114
H29 2.94 1.16 4.69  0.111
H30 2.14 3.45 4.22  0.110
H31 0.16 3.79 2.79  0.117